83
Properties=species:S:1:pos:R:3 method="wB97M-V/def2-TZVPD" homo_ev="-13.04 / -13.70" s2=2.04 energy_ev=-175771.164 e_above_lowest_kj_mol=295.7 charge=+2 spin_multiplicity=3 max_force_ev_per_a=3.46
C 2.95100 5.27954 -1.27868
C 1.87176 4.58210 -1.86730
C 1.86529 4.28483 -3.23694
C 2.95069 4.72837 -3.99901
N 3.95608 5.38046 -3.44337
C 3.98163 5.66332 -2.14556
C 0.74439 4.13652 -1.10143
C -0.29057 3.73261 -0.54169
C -1.25002 3.06729 0.28596
C -0.70083 2.52263 1.47667
C -1.29197 1.38608 2.04611
C -2.24097 0.79949 1.19366
C -3.10415 1.52622 0.33352
C -2.59981 2.77042 -0.10073
Ni -1.12252 -0.98372 0.90332
P 0.94801 -0.92393 0.24938
H 1.03117 3.75890 -3.71901
H 3.00288 5.55194 -0.22076
H 2.98094 4.51094 -5.06512
H 4.85411 6.19630 -1.77063
H -3.18442 3.43170 -0.75504
H 0.22736 2.96204 1.86701
H -4.09599 1.15387 0.00113
H -0.97563 1.00518 3.05323
C 1.87651 -2.52834 0.12713
C 3.18434 -2.62782 -0.66086
H 1.17734 -3.25568 -0.29979
H 2.04636 -2.86724 1.15949
H 3.58741 -3.65084 -0.57901
H 3.05416 -2.42764 -1.73109
H 3.97286 -1.95738 -0.29989
C 1.15018 -0.16994 -1.44352
C 2.47997 0.49003 -1.79881
H 0.35760 0.59552 -1.50012
H 0.91623 -0.94858 -2.18672
H 2.46087 0.81618 -2.84883
H 2.66927 1.38549 -1.19780
H 3.33988 -0.17871 -1.69062
C 1.99032 0.21915 1.25495
C 3.50451 -0.00782 1.29799
H 1.59609 0.16867 2.28419
H 1.76909 1.23894 0.88764
H 3.96123 0.70878 2.00074
H 3.77121 -1.01231 1.63822
H 3.98395 0.15788 0.32738
Br -3.14514 -1.40501 1.70562
P -2.02313 -2.16477 -1.22013
C -0.86325 -2.87091 -2.46756
C -1.39379 -4.02158 -3.31817
H 0.00677 -3.20729 -1.88181
H -0.51653 -2.05490 -3.11684
H -0.58465 -4.40397 -3.95262
H -1.74691 -4.85512 -2.70290
H -2.21237 -3.70412 -3.97652
C -3.30141 -3.47863 -0.93632
C -4.58297 -3.39412 -1.75707
H -3.54819 -3.41577 0.13427
H -2.82222 -4.45665 -1.08454
H -5.33938 -4.07412 -1.33310
H -5.02704 -2.39032 -1.76981
H -4.43322 -3.70874 -2.80192
C -2.78758 -0.66705 -2.00679
C -3.15389 -0.74745 -3.48879
H -2.04798 0.13682 -1.85750
H -3.66600 -0.39236 -1.40096
H -3.52634 0.23465 -3.81331
H -2.28742 -0.99216 -4.11417
H -3.94911 -1.48124 -3.67721
S -0.41712 -2.42292 2.52055
C -0.26720 -1.32269 3.86281
N -1.30238 -0.81923 4.57547
C -1.17458 0.23834 5.61522
C 0.15103 0.95286 5.47386
C 1.29619 -0.02279 5.28306
N 0.97526 -0.94062 4.19439
H -2.24469 -1.06983 4.25240
H -1.25382 -0.24226 6.60185
H -2.01677 0.94309 5.51227
H 0.34686 1.52078 6.38229
H 0.10358 1.67807 4.65008
H 1.46247 -0.61383 6.19321
H 2.22710 0.49349 5.01081
H 1.70803 -1.52910 3.80451